# 1
{
  "formula": "C24H23ClCrN3O4",
  "method": "ωB97M-V with the def2-TZVPD basis set",
  "orbital_gap_ev": [5.2229, 7.4619],
  "lumo_ev": [2.54, 2.54],
  "charge": -1,
  "s2": 6.084,
  "e_tot_ev": -78869.5991,
  "homo_energy_ev": [-2.68, -4.93],
  "spin_multiplicity": 5,
  "elements": ["Cr", "O", "C", "C", "C", "C", "C", "C", "C", "O", "N", "N", "C", "C", "C", "C", "C", "C", "N", "H", "H", "H", "H", "H", "H", "H", "H", "H", "H", "C", "C", "C", "C", "H", "H", "H", "H", "H", "H", "H", "H", "H", "Cl", "C", "C", "C", "C", "C", "C", "C", "O", "O", "H", "H", "H", "H"],
  "positions_angstrom": [[-0.482149, -0.323040, 0.673903], [2.979657, -0.023486, -2.109501], [3.309248, -1.330184, -2.125427], [4.379548, -1.730262, -2.919469], [4.748317, -3.062561, -2.987656], [4.055915, -4.017832, -2.252985], [3.001095, -3.627805, -1.448134], [2.610800, -2.291580, -1.365083], [1.516573, -1.872084, -0.478951], [0.940005, -0.708207, -0.695272], [1.172106, -2.654115, 0.518670], [0.184277, -2.059458, 1.225857], [-0.258711, -2.515607, 2.388762], [-1.192878, -1.686546, 3.039143], [-1.829742, -1.987472, 4.264235], [-2.753139, -1.125191, 4.787846], [-3.060533, 0.065056, 4.091323], [-2.397777, 0.318656, 2.912429], [-1.484216, -0.495716, 2.382036], [2.118615, 0.043184, -1.633867], [4.911940, -0.972704, -3.481609], [5.569284, -3.358389, -3.629500], [4.342527, -5.060732, -2.307689], [2.454838, -4.346456, -0.852046], [0.113878, -3.442716, 2.809896], [-1.567747, -2.907747, 4.771369], [-3.254446, -1.353935, 5.720013], [-3.785667, 0.771191, 4.469050], [-2.595476, 1.220423, 2.342526], [-3.619842, -0.297374, -2.319509], [-2.211483, -0.572002, -1.781877], [-1.562848, -1.704261, -2.576869], [-2.243748, -0.890654, -0.280706], [-3.609756, -0.111134, -3.398195], [-4.046791, 0.576242, -1.821507], [-4.276903, -1.150558, -2.125852], [-1.621772, 0.340528, -1.933513], [-2.145707, -2.623825, -2.463679], [-0.554536, -1.897078, -2.217121], [-1.504628, -1.459495, -3.641452], [-2.533411, -1.940807, -0.147092], [-3.026281, -0.284786, 0.193671], [1.266689, 7.989269, 0.029843], [0.975788, 6.285978, 0.234485], [-0.326501, 5.830830, 0.370192], [-0.548524, 4.473925, 0.530440], [0.517473, 3.580822, 0.580425], [1.814840, 4.057535, 0.444477], [2.048746, 5.410528, 0.259415], [0.248440, 2.117334, 0.758708], [1.077941, 1.385746, 1.329867], [-0.850663, 1.663756, 0.299304], [-1.150108, 6.531276, 0.339982], [-1.554516, 4.084818, 0.612890], [2.636444, 3.353633, 0.481599], [3.055515, 5.785071, 0.132206]],
  "atomic_forces_ev_per_a": [[-0.445, 0.639, -1.153], [0.112, 0.007, -0.177], [-0.230, -0.169, 0.091], [0.152, 0.004, -0.097], [-0.073, 0.083, 0.017], [0.046, -0.128, -0.004], [0.000, 0.114, 0.044], [0.230, 0.136, -0.251], [-0.469, -0.226, 0.649], [0.082, -0.063, -0.143], [0.449, -0.164, -0.485], [-0.035, -0.165, 0.607], [0.144, -0.023, -0.173], [0.017, 0.011, -0.159], [-0.113, 0.030, 0.143], [0.110, -0.108, -0.101], [0.007, 0.096, -0.080], [-0.127, 0.112, 0.084], [-0.131, -0.246, 1.026], [-0.021, -0.019, 0.171], [-0.042, 0.000, -0.008], [0.029, 0.009, 0.025], [-0.019, 0.005, 0.000], [-0.003, -0.005, -0.013], [-0.050, -0.019, 0.007], [-0.035, -0.014, -0.010], [0.037, -0.019, 0.021], [0.000, 0.003, -0.016], [0.020, -0.004, 0.000], [0.092, 0.066, 0.042], [-0.065, -0.128, 0.027], [-0.004, 0.113, 0.053], [0.234, 0.126, -0.328], [-0.021, 0.014, 0.002], [-0.057, -0.014, -0.032], [0.009, -0.016, -0.007], [0.015, -0.020, -0.041], [-0.018, 0.002, -0.031], [0.036, -0.039, -0.010], [-0.013, -0.037, 0.000], [0.125, -0.014, 0.143], [0.077, 0.039, 0.066], [0.022, 0.115, -0.029], [-0.053, -0.195, 0.031], [0.024, 0.090, -0.008], [0.052, -0.111, -0.041], [-0.117, 0.174, -0.049], [-0.043, -0.131, 0.090], [0.074, 0.064, -0.019], [0.198, -0.193, 0.158], [-0.056, 0.138, -0.011], [-0.133, 0.043, -0.043], [0.011, 0.005, 0.008], [-0.006, 0.010, -0.013], [-0.012, 0.005, 0.006], [-0.014, 0.018, 0.021]]
}

# 2
{
  "formula": "C4H9NO4",
  "method": "ωB97M-V with the def2-TZVPD basis set",
  "orbital_gap_ev": 6.8947,
  "lumo_ev": 0.40,
  "e_tot_ev": -13970.4354,
  "e_above_lowest_kcal_mol": 108.9,
  "homo_energy_ev": -6.50,
  "elements": ["C", "C", "O", "O", "O", "H", "H", "H", "H", "C", "N", "C", "O", "H", "H", "H", "H", "H"],
  "positions_angstrom": [[0.253638, -1.594794, -0.292270], [0.326788, -0.212645, -0.850572], [1.260022, -2.102143, 0.384689], [-0.569208, -2.452888, -0.835946], [-0.532302, -0.169599, -1.966342], [1.893261, -1.380432, 0.577114], [-0.968380, -1.990523, -1.609377], [-1.088500, 0.623023, -1.789649], [1.341793, 0.062107, -1.141521], [-0.123964, 0.711340, 0.400234], [-1.176331, 1.574187, -0.076925], [0.939155, 1.226584, 1.186402], [-0.889114, -0.551804, 1.126118], [-0.551433, -0.658604, 2.027600], [-2.056656, 1.346967, 0.368084], [-0.934895, 2.552692, 0.011320], [0.972158, 2.296149, 1.348876], [1.903967, 0.720382, 1.132165]],
  "atomic_forces_ev_per_a": [[-0.079, -0.439, -0.427], [-0.253, 0.222, 0.240], [-0.575, 0.353, -0.184], [0.932, 0.306, 0.561], [0.063, 0.216, 0.346], [-0.342, -0.245, 0.185], [-0.154, 0.255, 0.375], [-0.070, -0.051, 0.125], [0.058, -0.155, 0.009], [1.072, -0.223, -0.363], [0.018, -0.322, 0.109], [-0.488, -0.006, -0.533], [-0.333, -0.589, -0.850], [0.197, 0.551, -0.054], [0.073, 0.165, 0.047], [-0.081, -0.134, 0.235], [-0.019, -0.072, 0.268], [-0.020, 0.167, -0.088]]
}

# 3
{
  "formula": "C2H4N2S",
  "method": "ωB97M-V with the def2-TZVPD basis set",
  "orbital_gap_ev": [9.4978, 7.2044],
  "lumo_ev": [0.51, -3.29],
  "s2": 2.017,
  "e_tot_ev": -15948.5471,
  "e_above_lowest_kcal_mol": 62.0,
  "homo_energy_ev": [-8.99, -10.49],
  "spin_multiplicity": 3,
  "elements": ["C", "C", "N", "N", "S", "H", "H", "H", "H"],
  "positions_angstrom": [[-1.947466, -0.358075, 0.097272], [0.955384, -0.711897, -0.179320], [-3.043966, -0.602481, -0.106039], [0.280895, 0.364718, 0.476035], [0.407456, 1.833630, -0.174646], [0.735514, -0.803182, -1.248758], [2.037934, -0.558456, -0.083481], [0.685585, -1.638981, 0.326615], [-0.111333, 2.474728, 0.892322]],
  "atomic_forces_ev_per_a": [[1.804, 0.557, 0.614], [0.728, -0.189, 0.143], [-1.932, -0.450, -0.397], [-0.433, -0.302, -0.207], [0.303, 0.330, 0.377], [-0.239, 0.087, 0.020], [-0.003, -0.172, -0.065], [0.030, 0.063, -0.140], [-0.258, 0.075, -0.345]]
}